(1)
Density functional theory data (the ωB97M-V functional and the def2-TZVPD basis) for a molecular structure, C9H13O4PSc.

Geometry as XYZ:
```
28
Properties=species:S:1:pos:R:3:mulliken_charge:R:1
Sc 0.008 0.002 0.006 -1.2966
O -0.006 3.114 0.207 -0.0312
C 0.002 1.986 0.113 0.5924
C 0.006 -1.986 0.112 0.5455
O 0.006 -3.111 0.206 0.0093
C 1.993 0.005 -0.012 0.6673
O 3.114 0.006 -0.015 0.0031
C -1.985 -0.006 -0.019 0.6171
O -3.121 -0.005 -0.011 0.0000
C -0.002 0.668 -2.236 -0.4537
H -0.942 1.263 -2.382 0.4247
H 0.938 1.267 -2.382 0.4135
C 0.001 -0.669 -2.235 -0.4771
H 0.942 -1.263 -2.382 0.4165
H -0.937 -1.267 -2.381 0.4381
C 0.886 0.579 4.205 -1.2245
P 0.038 0.213 2.637 1.0706
C -0.376 -1.554 3.066 -1.2547
C -1.311 1.470 2.876 -1.2846
H 1.717 -0.082 4.314 0.4440
H 0.173 0.416 5.042 0.4670
H 1.193 1.602 4.198 0.4222
H -0.627 -1.609 4.105 0.4398
H -1.172 -1.909 2.454 0.3857
H 0.547 -2.151 2.880 0.4290
H -1.618 1.457 3.901 0.4435
H -0.873 2.468 2.642 0.4358
H -2.138 1.283 2.221 0.3574
```

## Properties
- HOMO-LUMO gap: 5.93 eV
- Lowest unoccupied orbital energy: -15.58 eV
- Energy relative to the best compared isomer or geometry (same formula, charge and spin): 2.503 eV
- Energy: -1752.42522 hartree
- HOMO energy: -21.52 eV
- Total charge: +3
- M: 261.13 g mol⁻¹

=====

(2)
Density functional theory data (the ωB97M-V functional and the def2-TZVPD basis) for a molecular structure, C36H65BrGeN2NiO3Si.

Geometry as XYZ:
```
110
Properties=species:S:1:pos:R:3:mulliken_spin:R:1
Ni 1.858 -0.089 -0.027 1.9333
C 2.128 0.273 -5.847 0.0419
C 1.166 1.053 -4.924 0.0463
C 1.506 2.552 -4.999 0.0268
C -0.298 0.755 -5.398 0.0107
O 1.327 0.616 -3.631 0.2498
Ge 2.425 -0.613 -2.896 0.8189
O 1.337 -1.305 -1.626 0.0153
C 0.938 -2.745 -1.615 -0.0097
C 2.966 -3.043 0.135 -0.0346
C -0.461 -2.737 -1.085 -0.0172
C 0.876 -3.153 -3.099 0.0147
O 3.284 0.204 -1.584 -0.1418
C 4.405 1.152 -1.412 -0.0090
C 5.211 1.056 -2.691 0.0322
C 5.313 0.789 -0.215 0.0014
C 3.914 2.579 -1.288 0.0239
H 1.959 0.640 -6.863 -0.0010
H 1.925 -0.808 -5.835 -0.0046
H 3.179 0.428 -5.573 -0.0083
H 1.125 2.893 -5.962 0.0020
H 2.578 2.689 -5.068 -0.0003
H 1.099 3.108 -4.174 -0.0064
H -0.375 1.131 -6.451 0.0008
H -1.064 1.244 -4.772 -0.0030
H -0.507 -0.306 -5.390 0.0011
H 3.235 -3.852 2.051 -0.0024
H 3.381 -2.128 -0.236 0.0321
H 3.838 -3.763 0.031 0.0001
H -0.610 -2.368 -0.075 0.0021
H -0.855 -3.739 -1.084 0.0066
H -1.067 -2.159 -1.780 -0.0047
H 1.835 -3.004 -3.630 -0.0035
H 0.099 -2.566 -3.636 0.0134
H 0.647 -4.199 -3.282 -0.0080
H 5.553 0.035 -2.915 0.0037
H 6.057 1.745 -2.630 -0.0001
H 4.584 1.452 -3.445 -0.0180
H 5.751 -0.203 -0.355 0.0009
H 4.866 0.851 0.774 -0.0018
H 6.119 1.556 -0.261 0.0009
H 3.093 2.801 -1.973 -0.0026
H 4.759 3.212 -1.547 -0.0028
H 3.612 2.886 -0.303 0.0025
C 3.504 -1.743 2.199 0.0212
N 2.904 -0.520 1.688 -0.0156
C 2.920 0.531 2.425 0.0160
C 2.263 1.693 1.998 0.0042
C 2.202 2.977 2.492 0.0038
C 1.476 3.738 1.562 0.0043
C 1.120 2.881 0.531 0.0299
N 1.628 1.656 0.759 -0.1260
C 2.741 -2.961 1.645 0.0005
C 1.960 -3.654 -0.800 0.0120
C 1.263 -4.897 -0.308 0.0005
C 0.623 -5.061 0.839 0.0016
C 0.467 -4.003 1.827 -0.0039
C 1.343 -3.003 2.112 -0.0029
H 3.500 -1.757 3.267 0.0069
H 4.532 -1.744 1.819 0.0017
H 3.387 0.492 3.398 0.0131
H 2.604 3.319 3.419 -0.0006
H 1.297 4.804 1.632 0.0027
H 0.511 3.108 -0.342 0.0022
H 2.587 -4.020 -1.593 0.0211
H 1.281 -5.717 -1.043 -0.0001
H 0.065 -5.973 1.054 0.0002
H -0.455 -4.032 2.409 -0.0001
H 1.069 -2.238 2.805 0.0058
C -5.134 -1.134 2.691 0.0000
C -4.411 -0.835 1.355 -0.0001
C -5.565 -0.605 0.368 -0.0001
C -3.621 -2.050 0.866 -0.0004
Si -3.259 0.693 1.609 -0.0041
Br -1.780 0.583 0.006 0.0026
C -2.256 0.665 3.223 -0.0001
C -1.644 -0.695 3.525 0.0040
C -3.182 1.142 4.365 0.0001
C -1.034 1.622 3.088 -0.0029
C -4.132 2.372 1.204 0.0001
C -4.529 2.376 -0.288 0.0008
C -5.347 2.577 2.140 -0.0002
C -3.198 3.594 1.437 0.0001
H -5.872 -1.893 2.479 0.0001
H -5.655 -0.234 3.102 0.0000
H -4.471 -1.594 3.412 0.0000
H -6.141 -1.542 0.368 -0.0001
H -5.241 -0.444 -0.645 0.0000
H -6.242 0.202 0.747 0.0001
H -4.259 -2.920 0.914 -0.0001
H -2.688 -2.306 1.348 0.0005
H -3.400 -1.849 -0.176 0.0002
H -2.371 -1.496 3.556 -0.0002
H -1.210 -0.618 4.529 0.0000
H -0.844 -0.890 2.792 -0.0046
H -4.068 0.583 4.493 0.0000
H -3.516 2.186 4.211 0.0000
H -2.676 1.109 5.327 0.0000
H -0.614 1.643 2.048 0.0043
H -0.238 1.177 3.672 0.0002
H -1.217 2.635 3.422 -0.0002
H -5.413 1.788 -0.535 0.0001
H -3.720 2.030 -0.979 -0.0001
H -4.666 3.441 -0.514 0.0000
H -6.035 1.729 2.180 0.0001
H -5.896 3.478 1.817 -0.0001
H -5.050 2.811 3.187 0.0000
H -2.256 3.593 0.876 0.0000
H -2.897 3.781 2.438 0.0000
H -3.756 4.502 1.140 0.0000
```

## Properties
- HOMO-LUMO gap (spin up / spin down): 8.20 / 5.22 eV
- Lowest unoccupied orbital energy (spin up / spin down): -2.36 / -5.31 eV
- 2S+1: 4
- Energy: -8194.51395 hartree
- HOMO energy (spin up / spin down): -10.55 / -10.53 eV
- Total charge: +1
- M: 813.22 g mol⁻¹

=====

(3)
Density functional theory data (the ωB97M-V functional and the def2-TZVPD basis) for 2 unconnected molecules or ions with the total composition C6H12N4O2.

Geometry as XYZ:
```
24
Properties=species:S:1:pos:R:3:mulliken_charge:R:1
C -1.516 -2.500 -1.795 -0.8184
C -1.767 -2.471 0.709 0.0218
C -1.912 -0.602 -0.238 -0.3056
C 1.128 -0.363 1.118 -0.6095
C 1.997 -0.212 -0.110 -0.3175
C 1.612 2.101 -0.812 0.0346
H -2.407 -2.333 -2.433 0.3174
H -1.342 -3.585 -1.682 0.2796
H -0.649 -2.043 -2.308 0.3061
H -1.625 -3.533 0.855 0.3633
H -1.851 0.175 -0.980 0.4367
H 0.693 0.625 1.356 0.3005
H 1.729 -0.715 1.996 0.3589
H 0.290 -1.089 0.977 -0.0033
H 3.026 0.083 0.199 0.3286
H 2.087 -1.135 -0.719 0.2898
H 1.343 2.687 -1.683 0.2824
H 1.671 4.368 -0.611 0.3163
N -1.704 -1.898 -0.501 0.1698
N -1.952 -1.580 1.644 -0.4473
N -2.069 -0.363 1.033 -0.3823
N 1.913 2.696 0.287 -0.2253
O 1.499 0.776 -0.994 -0.3544
O 1.810 4.073 0.313 -0.3420
```

## Properties
- HOMO-LUMO gap: 9.67 eV
- Lowest unoccupied orbital energy: 0.48 eV
- Energy relative to the best compared isomer or geometry (same formula, charge and spin): 3.003 eV
- Energy: -605.21251 hartree
- HOMO energy: -9.18 eV
- M: 172.19 g mol⁻¹

=====

(4)
Density functional theory data (the ωB97M-V functional and the def2-TZVPD basis) for C15H20O5 in the gas phase.

Geometry as XYZ:
```
40
Properties=species:S:1:pos:R:3:mulliken_charge:R:1
C -3.686 -2.614 0.578 -0.7189
H -4.260 -3.538 0.604 0.3026
O -2.571 -2.820 1.420 -0.4423
C -1.737 -1.703 1.536 0.5203
O -2.354 -0.646 2.228 -0.4575
C -2.767 -0.943 3.551 -0.7866
H -1.933 -0.868 4.256 0.2622
H -3.203 -1.944 3.608 0.3276
H -3.520 -0.200 3.806 0.3007
C -0.423 -2.176 2.175 -0.9250
C 0.560 -1.037 2.224 -0.1870
C 1.429 -0.720 1.063 0.2625
C 1.360 -1.543 -0.179 0.1435
O 1.556 -2.729 -0.225 -0.5820
C 1.007 -0.722 -1.409 -0.5458
O 0.022 0.223 -1.068 -0.1424
C -0.171 1.220 -2.058 -0.9175
C 1.021 2.135 -2.189 0.4206
C 1.698 2.276 -3.392 -0.3143
C 2.806 3.102 -3.479 -0.5640
C 3.253 3.784 -2.360 -0.3870
C 2.586 3.642 -1.154 -0.6980
C 1.474 2.824 -1.070 -0.1433
H 0.946 2.708 -0.135 0.4429
H 2.931 4.173 -0.279 0.3857
H 4.120 4.424 -2.427 0.3778
H 3.325 3.208 -4.420 0.3822
H 1.355 1.741 -4.267 0.3313
H -0.405 0.754 -3.026 0.4109
H -1.045 1.780 -1.714 0.2898
H 1.928 -0.224 -1.753 0.4087
H 0.658 -1.392 -2.209 0.3194
H 1.699 0.321 0.908 0.4745
O 1.921 -1.307 2.235 -0.5425
H 0.251 -0.188 2.831 0.4587
H -0.022 -2.997 1.581 0.4516
H -0.618 -2.551 3.180 0.3944
H -1.526 -1.265 0.544 0.1376
H -3.361 -2.406 -0.447 0.2535
H -4.302 -1.783 0.932 0.2949
```

## Properties
- HOMO-LUMO gap: 10.36 eV
- Lowest unoccupied orbital energy: 0.71 eV
- Energy relative to the best compared isomer or geometry (same formula, charge and spin): 1.983 eV
- Energy: -959.69125 hartree
- HOMO energy: -9.64 eV
- M: 280.32 g mol⁻¹